i:
Formula: C2H8N2S
Source: the OMol25 dataset
Level of theory: wB97M-V/def2-TZVPD

```
13
Properties=species:S:1:pos:R:3:nbo_charge:R:1
C -1.142 -0.925 3.092 -0.75
S -1.037 -0.359 1.395 -0.75
H -2.146 -1.262 3.365 0.19
H -0.496 -1.865 3.161 0.18
H -0.742 -0.323 3.971 0.18
N 1.417 1.524 -1.500 -0.72
C 0.701 0.689 -2.260 0.40
N 0.192 -0.567 -2.018 -0.70
H 1.737 1.269 -0.621 0.43
H 1.427 2.592 -1.659 0.45
H 0.264 1.221 -3.240 0.22
H -0.506 -0.997 -2.541 0.43
H 0.331 -0.998 -1.146 0.44
```

Its spin multiplicity is 1.

=====

ii:
Formula: C2H8N2S
Source: the OMol25 dataset
Level of theory: wB97M-V/def2-TZVPD

```
13
Properties=species:S:1:pos:R:3:nbo_charge:R:1
C 0.570 1.335 -0.235 -0.44
N 0.775 -0.116 -0.505 -0.58
S 2.296 -0.646 0.186 0.17
C -0.460 -0.889 0.153 -0.05
N -1.955 -1.007 -0.183 -0.81
H -0.304 1.769 -0.947 0.20
H 0.415 1.459 0.789 0.17
H 1.519 1.974 -0.582 0.22
H 2.335 -0.013 1.360 0.07
H -0.643 -0.394 1.210 0.15
H -0.183 -1.838 0.091 0.18
H -2.364 -0.082 -0.316 0.36
H -2.001 -1.553 -1.020 0.35
```

Its spin multiplicity is 1.

=====

iii:
Formula: C2H8N2S
Source: the OMol25 dataset
Level of theory: wB97M-V/def2-TZVPD

```
13
Properties=species:S:1:pos:R:3:nbo_charge:R:1
N -0.699 -0.669 -0.383 -0.83
C 0.721 -0.720 -0.451 -0.06
C 1.341 -1.760 -1.004 -0.06
N 2.723 -1.738 -1.342 -0.83
H -1.120 -0.417 -1.268 0.37
H -1.033 0.029 0.272 0.36
H 1.240 0.182 -0.148 0.17
H 0.832 -2.693 -1.235 0.18
H 2.874 -1.347 -2.265 0.36
H 3.061 -2.686 -1.437 0.36
S -1.867 2.088 1.447 -0.30
H -0.550 2.383 1.484 0.15
H -2.138 3.034 2.361 0.15
```

Its spin multiplicity is 1.

=====

Most stable structure, least stable structure: iii, i.

=====

i:
Formula: C2H8N2S
Source: the OMol25 dataset
Level of theory: wB97M-V/def2-TZVPD

```
13
Properties=species:S:1:pos:R:3:nbo_charge:R:1
C 1.883 0.269 -0.260 -0.65
C 0.945 0.900 0.734 -0.52
N -1.862 -1.892 0.321 -1.08
N -0.953 1.312 -0.941 -1.06
S -0.535 1.528 0.530 0.97
H 2.769 0.935 -0.628 0.23
H 2.215 -0.619 0.057 0.22
H 1.246 0.197 -1.081 0.24
H -1.611 -1.246 1.035 0.36
H 1.382 0.822 1.678 0.22
H -1.096 -2.352 -0.100 0.36
H -2.440 -1.439 -0.394 0.37
H -1.942 1.585 -0.951 0.36
```

Its spin multiplicity is 1.

=====

ii:
Formula: C2H8N2S
Source: the OMol25 dataset
Level of theory: wB97M-V/def2-TZVPD

```
13
Properties=species:S:1:pos:R:3:nbo_charge:R:1
C -0.965 -1.374 0.166 -0.75
S 0.884 -0.239 0.013 1.76
C 0.100 1.399 -0.289 -0.81
N 1.589 -0.488 -1.312 -1.15
N 1.759 -0.361 1.258 -1.15
H -1.390 -1.327 -0.821 0.21
H -0.665 -2.367 0.458 0.22
H -1.539 -0.868 0.924 0.20
H 0.126 1.993 0.617 0.23
H 0.666 1.867 -1.084 0.26
H -0.921 1.225 -0.606 0.23
H 2.269 -1.229 -1.308 0.39
H 1.295 -0.205 2.137 0.37
```

Its spin multiplicity is 1.

=====

Most stable structure, least stable structure: i, ii.

=====

i:
Formula: C4H6O
Source: the OMol25 dataset
Level of theory: wB97M-V/def2-TZVPD

```
11
Properties=species:S:1:pos:R:3:nbo_charge:R:1
C -2.322 -0.287 -0.140 -0.24
C -1.171 -0.364 0.180 -0.02
C 0.285 -0.347 0.386 0.01
C 0.820 0.971 -0.190 -0.62
O 0.851 -1.506 -0.289 -0.70
H -3.364 -0.319 -0.477 0.25
H 0.414 -0.432 1.473 0.19
H 1.927 1.057 -0.099 0.21
H 0.431 0.958 -1.237 0.23
H 0.349 1.833 0.357 0.22
H 1.779 -1.565 0.036 0.47
```

Its spin multiplicity is 1.

=====

ii:
Formula: C4H6O
Source: the OMol25 dataset
Level of theory: wB97M-V/def2-TZVPD

```
11
Properties=species:S:1:pos:R:3:nbo_charge:R:1
C 1.106 -0.012 0.186 -0.08
C -0.102 0.999 -0.199 -0.47
C -1.234 -0.010 0.026 -0.30
C -0.714 -1.194 0.067 0.12
H 1.332 -0.037 1.378 0.18
H 2.343 0.223 -0.330 0.19
H 0.139 1.247 -1.316 0.22
H -0.096 2.041 0.407 0.23
H -2.255 0.277 0.040 0.23
H -1.170 -2.218 0.041 0.21
O 0.654 -1.316 -0.301 -0.53
```

Its spin multiplicity is 1.

=====

Most stable structure, least stable structure: i, ii.